(1)
{
  "formula": "C8H24O4S4",
  "method": "wB97M-V/def2-TZVPD",
  "e_homo_ha": -0.323,
  "homo_lumo_gap_ha": 0.3305,
  "max_force_ev_per_a": 2.59,
  "total_energy_ha": -2212.73352,
  "symbols": ["C", "S", "O", "C", "H", "H", "H", "H", "H", "H", "C", "S", "O", "C", "H", "H", "H", "H", "H", "H", "C", "S", "O", "C", "H", "H", "H", "H", "H", "H", "C", "S", "O", "C", "H", "H", "H", "H", "H", "H"],
  "coordinates": [[-0.57, -1.46, 4.66], [1.21, -1.20, 5.08], [2.11, -2.04, 4.15], [1.30, 0.52, 4.56], [-1.23, -0.70, 5.07], [-0.80, -2.48, 4.96], [-0.68, -1.50, 3.58], [0.78, 1.19, 5.24], [0.85, 0.66, 3.58], [2.37, 0.76, 4.58], [3.95, -0.07, 0.72], [2.89, 1.17, 1.56], [3.20, 2.53, 0.92], [1.20, 0.63, 0.83], [5.03, -0.01, 0.83], [3.61, -0.09, -0.32], [3.75, -1.07, 1.09], [1.26, 0.47, -0.24], [0.45, 1.36, 1.13], [0.92, -0.33, 1.28], [-0.84, -2.65, 0.39], [-2.17, -1.49, 0.62], [-1.81, -0.67, 1.83], [-1.84, -0.33, -0.74], [-0.68, -2.86, -0.67], [-1.18, -3.55, 0.88], [-0.01, -2.14, 0.88], [-2.62, 0.43, -0.69], [-2.04, -0.74, -1.73], [-0.91, 0.22, -0.57], [-1.09, 0.82, -4.31], [-0.93, 2.12, -5.67], [-0.32, 1.26, -6.73], [-2.69, 2.33, -6.04], [-1.68, 1.13, -3.44], [-0.04, 0.62, -4.09], [-1.65, -0.04, -4.68], [-2.70, 3.34, -6.45], [-3.44, 2.29, -5.25], [-2.98, 1.60, -6.80]]
}

(2)
{
  "formula": "C41H41AsCl3NO3OsP2Si",
  "method": "wB97M-V/def2-TZVPD",
  "e_homo_ha": [-0.460, -0.499],
  "homo_lumo_gap_ha": [0.2710, 0.1722],
  "max_force_ev_per_a": 0.85,
  "spin_multiplicity": 5,
  "s_squared": 6.041,
  "charge": 2,
  "total_energy_ha": -6546.24784,
  "symbols": ["Os", "N", "C", "C", "O", "O", "H", "H", "H", "H", "O", "C", "C", "C", "C", "C", "C", "P", "C", "C", "C", "C", "C", "C", "C", "C", "C", "C", "C", "C", "C", "C", "C", "C", "C", "C", "P", "C", "C", "C", "C", "C", "C", "C", "C", "C", "C", "C", "C", "H", "H", "H", "H", "H", "H", "H", "H", "H", "H", "H", "H", "H", "H", "H", "H", "H", "H", "H", "H", "H", "H", "H", "H", "H", "H", "H", "H", "Cl", "Si", "Cl", "Cl", "C", "As", "C", "C", "H", "H", "H", "H", "H", "H", "H", "H", "H"],
  "coordinates": [[0.17, 0.39, -0.21], [0.79, 2.62, 0.88], [0.12, 2.65, 2.19], [-0.29, 1.28, 2.64], [-0.53, 1.00, 3.78], [-0.38, 0.36, 1.66], [1.79, 2.77, 0.99], [0.43, 3.35, 0.27], [-0.80, 3.24, 2.11], [0.74, 3.09, 2.97], [1.05, -3.70, 0.53], [0.17, -4.63, 0.19], [0.32, -6.04, 0.27], [-0.68, -6.83, -0.18], [-1.87, -6.29, -0.73], [-2.04, -4.92, -0.81], [-1.06, -4.05, -0.36], [-1.39, -2.23, -0.23], [-2.63, -2.11, -1.56], [-3.98, -1.79, -1.43], [-4.80, -1.76, -2.56], [-4.28, -2.03, -3.81], [-2.92, -2.31, -3.95], [-2.11, -2.35, -2.83], [-2.19, -2.47, 1.40], [-1.39, -2.24, 2.52], [-1.91, -2.39, 3.79], [-3.23, -2.80, 3.96], [-4.02, -3.09, 2.85], [-3.50, -2.94, 1.57], [2.28, -3.72, 1.19], [2.93, -4.87, 1.65], [4.14, -4.77, 2.29], [4.74, -3.53, 2.47], [4.10, -2.40, 2.00], [2.87, -2.45, 1.35], [2.35, -0.81, 0.60], [2.91, 0.34, 1.90], [3.57, 1.53, 1.60], [3.90, 2.43, 2.60], [3.54, 2.17, 3.91], [2.85, 1.01, 4.22], [2.54, 0.09, 3.23], [3.61, -0.91, -0.73], [3.20, -1.70, -1.81], [4.08, -1.98, -2.84], [5.38, -1.49, -2.81], [5.79, -0.72, -1.73], [4.92, -0.45, -0.68], [1.19, -6.52, 0.66], [-0.56, -7.91, -0.13], [-2.66, -6.95, -1.08], [-2.96, -4.52, -1.23], [-4.40, -1.53, -0.47], [-5.85, -1.52, -2.44], [-4.92, -2.00, -4.68], [-2.50, -2.51, -4.93], [-1.05, -2.57, -2.95], [-0.37, -1.90, 2.40], [-1.30, -2.16, 4.66], [-3.64, -2.91, 4.95], [-5.03, -3.43, 2.98], [-4.11, -3.21, 0.73], [2.53, -5.85, 1.51], [4.63, -5.67, 2.64], [5.69, -3.45, 2.98], [4.59, -1.44, 2.13], [3.85, 1.75, 0.57], [4.43, 3.34, 2.35], [3.78, 2.88, 4.69], [2.56, 0.81, 5.24], [1.99, -0.80, 3.49], [2.19, -2.09, -1.84], [3.76, -2.59, -3.68], [6.07, -1.71, -3.61], [6.80, -0.34, -1.69], [5.28, 0.11, 0.17], [-2.78, 1.16, -2.59], [-1.98, 1.49, -0.71], [-1.96, 3.57, -0.59], [-3.41, 0.90, 0.64], [0.73, -0.05, -3.99], [0.93, 1.15, -2.49], [2.78, 1.72, -2.59], [0.14, 2.75, -3.23], [1.23, 0.42, -4.83], [-0.33, -0.17, -4.20], [1.18, -1.02, -3.79], [2.86, 2.37, -3.46], [3.45, 0.88, -2.70], [3.05, 2.29, -1.70], [0.75, 3.01, -4.10], [0.17, 3.56, -2.51], [-0.88, 2.58, -3.54]]
}

What did the first record say?
{
  "formula": "C8H24O4S4",
  "method": "wB97M-V/def2-TZVPD",
  "e_homo_ha": -0.323,
  "homo_lumo_gap_ha": 0.3305,
  "max_force_ev_per_a": 2.59,
  "total_energy_ha": -2212.73352,
  "symbols": ["C", "S", "O", "C", "H", "H", "H", "H", "H", "H", "C", "S", "O", "C", "H", "H", "H", "H", "H", "H", "C", "S", "O", "C", "H", "H", "H", "H", "H", "H", "C", "S", "O", "C", "H", "H", "H", "H", "H", "H"],
  "coordinates": [[-0.57, -1.46, 4.66], [1.21, -1.20, 5.08], [2.11, -2.04, 4.15], [1.30, 0.52, 4.56], [-1.23, -0.70, 5.07], [-0.80, -2.48, 4.96], [-0.68, -1.50, 3.58], [0.78, 1.19, 5.24], [0.85, 0.66, 3.58], [2.37, 0.76, 4.58], [3.95, -0.07, 0.72], [2.89, 1.17, 1.56], [3.20, 2.53, 0.92], [1.20, 0.63, 0.83], [5.03, -0.01, 0.83], [3.61, -0.09, -0.32], [3.75, -1.07, 1.09], [1.26, 0.47, -0.24], [0.45, 1.36, 1.13], [0.92, -0.33, 1.28], [-0.84, -2.65, 0.39], [-2.17, -1.49, 0.62], [-1.81, -0.67, 1.83], [-1.84, -0.33, -0.74], [-0.68, -2.86, -0.67], [-1.18, -3.55, 0.88], [-0.01, -2.14, 0.88], [-2.62, 0.43, -0.69], [-2.04, -0.74, -1.73], [-0.91, 0.22, -0.57], [-1.09, 0.82, -4.31], [-0.93, 2.12, -5.67], [-0.32, 1.26, -6.73], [-2.69, 2.33, -6.04], [-1.68, 1.13, -3.44], [-0.04, 0.62, -4.09], [-1.65, -0.04, -4.68], [-2.70, 3.34, -6.45], [-3.44, 2.29, -5.25], [-2.98, 1.60, -6.80]]
}